A structure of composition C41H34BrN5NiS in a non-equilibrium geometry. Source: the Open Molecules 2025 dataset; level of theory: ωB97M-V with the def2-TZVPD basis set.

Cartesian coordinates (Å):
Ni 0.36988 0.83045 0.23047
C 0.29774 -3.00111 -3.81148
C 0.10578 -4.10244 -2.75804
C 1.46880 -4.46250 -2.14410
C -0.45347 -5.34470 -3.45192
C -0.81429 -3.59262 -1.64776
C -1.99509 -4.25407 -1.26881
C -2.81789 -3.77544 -0.26148
C -2.44657 -2.61173 0.40122
S -3.24683 -1.72086 1.65563
C -1.95491 -0.54706 1.62648
N -1.01275 -0.80421 0.77752
C -1.26798 -1.95323 0.05057
C -0.46331 -2.43531 -0.97372
C -1.58566 2.00635 1.73261
C -2.09630 3.18002 2.54865
C -1.41708 3.54719 3.63652
C -0.14676 2.90007 3.96824
C 0.52649 2.21192 3.03626
C -0.04622 2.10436 1.65768
H 0.93028 -3.36861 -4.62359
H 0.77554 -2.11319 -3.39192
H -0.66283 -2.69980 -4.23519
H 2.12591 -4.89087 -2.90508
H 1.34657 -5.19426 -1.34273
H 1.96018 -3.58143 -1.72668
H 0.21354 -5.63370 -4.26601
H -1.43973 -5.15539 -3.88084
H -0.52642 -6.19129 -2.76581
H -2.28875 -5.15966 -1.78139
H -3.73790 -4.28947 -0.01419
H 0.42542 -1.87149 -1.23587
H -3.01448 3.67284 2.24818
H -1.77608 4.34709 4.27303
H 0.28087 3.05202 4.95231
H 1.52647 1.85544 3.25452
Br -6.06333 1.42336 3.45518
C -4.42797 1.27021 2.46783
C -4.56918 1.60371 1.06673
C -3.58312 1.82177 0.14951
C -2.18157 1.90257 0.36021
C -2.00626 0.66920 2.52391
C -3.35904 0.84441 3.15478
N -1.28792 1.58141 -0.57153
C -1.34404 1.55039 -1.88802
C -0.15142 1.12180 -2.55182
C -0.01157 1.11866 -3.95138
C 1.20037 0.79924 -4.51327
C 2.27755 0.46293 -3.68842
C 2.06244 0.43922 -2.32850
N 0.89166 0.74443 -1.76283
H -5.58616 1.61674 0.69702
H -3.90987 1.86657 -0.88508
H -1.26569 0.50659 3.30992
H -3.44925 0.65979 4.21621
H -2.19565 1.91366 -2.45308
H -0.86347 1.38418 -4.56359
H 1.31937 0.81347 -5.58945
H 3.24972 0.22147 -4.09313
H 2.86253 0.16676 -1.64751
C 3.74937 -2.20004 3.49833
C 2.71947 -2.48173 2.61082
C 2.20662 -1.48180 1.80237
C 2.73094 -0.19594 1.87243
C 3.76563 0.09096 2.75968
C 4.26834 -0.91190 3.56883
N 2.13000 0.80171 1.06826
N 2.77766 1.86057 0.92299
C 2.03591 2.96766 0.50864
C 2.74471 3.97603 -0.14991
C 2.09506 5.08959 -0.62852
C 0.71840 5.21605 -0.42326
C 0.00251 4.24976 0.25716
C 0.63008 3.10220 0.76212
H 4.14211 -2.97912 4.13839
H 2.31476 -3.48359 2.54676
H 1.39486 -1.67829 1.11313
H 4.14989 1.10045 2.81302
H 5.06552 -0.68927 4.26628
H 3.81044 3.84122 -0.28790
H 2.64427 5.85886 -1.15427
H 0.20720 6.10244 -0.77871
H -1.05406 4.38833 0.43644

Force components x, y, z for each atom (eV/Å):
Ni 0.021 0.869 -0.021
C -0.017 -0.016 0.001
C 0.017 -0.004 0.015
C -0.044 0.012 -0.026
C -0.003 0.022 0.006
C 0.038 -0.035 0.025
C -0.026 0.033 0.017
C 0.033 -0.021 -0.078
C -0.081 -0.015 0.069
S -0.030 0.020 -0.027
C -0.027 -0.076 -0.101
N 0.015 -0.019 0.297
C 0.002 0.011 0.019
C 0.073 0.031 -0.007
C -0.001 0.070 0.185
C 0.013 -0.074 0.013
C 0.050 0.004 -0.021
C 0.014 0.021 -0.011
C 0.055 0.081 -0.019
C -0.311 -0.868 -0.536
H 0.005 0.017 0.015
H -0.034 -0.023 -0.016
H 0.016 0.002 0.002
H 0.000 0.027 0.011
H 0.020 -0.005 -0.016
H -0.003 -0.017 0.002
H -0.002 -0.013 0.013
H 0.015 -0.015 0.001
H -0.028 0.012 -0.013
H -0.011 0.020 0.016
H 0.034 -0.022 0.016
H -0.017 -0.038 0.000
H 0.015 -0.005 0.053
H 0.000 -0.006 -0.014
H -0.003 -0.016 -0.009
H -0.035 -0.044 0.032
Br -0.014 0.006 -0.013
C -0.008 -0.059 0.058
C 0.074 0.023 -0.154
C -0.107 0.073 0.030
C 0.232 0.013 -0.106
C 0.053 0.030 -0.184
C 0.051 -0.052 -0.122
N 0.241 0.069 0.301
C 0.115 -0.217 -0.163
C -0.109 0.143 0.185
C 0.087 -0.014 -0.093
C -0.112 0.022 0.005
C 0.035 0.002 0.002
C 0.056 -0.020 0.000
N -0.247 -0.370 0.415
H 0.001 -0.044 0.029
H -0.036 0.076 0.023
H -0.064 0.016 0.066
H -0.024 0.052 0.000
H -0.028 -0.127 0.013
H 0.023 0.019 -0.003
H 0.003 -0.010 0.006
H -0.009 -0.018 0.014
H -0.036 -0.011 0.010
C -0.040 0.050 -0.061
C 0.055 -0.067 0.019
C -0.084 0.094 -0.122
C 0.244 -0.539 -0.054
C -0.017 0.157 -0.037
C 0.032 -0.074 0.007
N -0.263 0.246 -0.712
N 0.078 0.151 0.859
C -0.395 0.500 -0.503
C 0.049 -0.307 0.139
C -0.240 0.196 -0.066
C 0.249 0.005 -0.112
C 0.191 -0.059 0.115
C 0.285 0.148 0.301
H 0.001 0.007 0.000
H -0.016 0.021 0.008
H -0.019 -0.016 0.033
H 0.000 -0.011 0.021
H -0.011 0.016 -0.012
H -0.010 -0.004 -0.011
H -0.013 0.004 0.015
H -0.015 -0.026 -0.025
H 0.000 -0.015 -0.014

For the largest force on an atom, the calculation gives 1.1 eV/A. Its charge is 0. As for the spin multiplicity: 1. As for the molar mass: 767.422 g mol⁻¹. Its energy above the lowest of the compared OMol25 structures with the same formula, charge and spin is 44.9 kcal/mol. The calculation puts the HOMO-LUMO gap (alpha / beta) at 5.149 / 5.144 eV.

What are the Löwdin partial charges on each atom? They are as follows, in elementary charge units:
1 Ni 0.42
2 C -0.04
3 C -0.55
4 C -0.04
5 C -0.07
6 C -0.16
7 C -0.02
8 C -0.07
9 C -0.45
10 S 1.15
11 C -0.46
12 N 0.08
13 C -0.28
14 C 0.03
15 C -0.29
16 C -0.03
17 C -0.06
18 C -0.07
19 C -0.05
20 C -0.22
21 H 0.09
22 H 0.06
23 H 0.10
24 H 0.09
25 H 0.09
26 H 0.08
27 H 0.08
28 H 0.09
29 H 0.09
30 H 0.10
31 H 0.11
32 H 0.10
33 H 0.12
34 H 0.10
35 H 0.10
36 H 0.10
37 Br 0.72
38 C -0.70
39 C -0.15
40 C -0.02
41 C -0.25
42 C -0.19
43 C -0.18
44 N 0.02
45 C -0.08
46 C -0.24
47 C -0.03
48 C -0.08
49 C -0.08
50 C -0.14
51 N 0.06
52 H 0.08
53 H 0.11
54 H 0.14
55 H 0.10
56 H 0.11
57 H 0.11
58 H 0.11
59 H 0.10
60 H 0.11
61 C -0.08
62 C -0.07
63 C -0.01
64 C -0.23
65 C -0.02
66 C -0.07
67 N -0.01
68 N 0.13
69 C -0.21
70 C -0.02
71 C -0.09
72 C -0.06
73 C -0.01
74 C -0.12
75 H 0.10
76 H 0.11
77 H 0.09
78 H 0.11
79 H 0.11
80 H 0.11
81 H 0.10
82 H 0.11
83 H 0.11